[1]
This record from the Open Molecules 2025 dataset describes a gas-phase ion, C4H3O3 (charge -1) in a non-equilibrium geometry. The level of theory is wB97M-V/def2-TZVPD.

The calculation puts the total energy at -10336.7195 eV. The calculation puts the HOMO energy at -0.0866 Ha. For the energy above the lowest of the compared OMol25 structures with the same formula, charge and spin, the calculation gives 2.4144 eV. For the LUMO energy, the calculation gives 4.0 eV. Its total charge is -1.

Each line ends with the Mulliken charge.
Element x y z (Å)
1 C -0.6811 -1.3353 -1.1608  -0.64
2 C 0.2280 0.3364 0.3974  0.04
3 C -0.8058 0.8728 -0.3765  0.39
4 C 0.4228 -1.0856 -0.1332  -0.08
5 O -1.3330 -0.2179 -1.1953  -0.02
6 O -1.3592 2.0108 -0.4294  -0.81
7 O 1.1597 0.9732 1.1779  -0.56
8 H 0.2483 -2.0160 0.6427  0.19
9 H 1.4083 -1.1796 -0.6531  0.19
10 H 0.7120 1.6414 1.7302  0.30

[2]
This record from the Open Molecules 2025 dataset describes a gas-phase ion, C4H3O3 (charge -1) in a non-equilibrium geometry. The level of theory is wB97M-V/def2-TZVPD.

Its structure (SMILES) is O=C1CC([O-])=C1O. The calculation puts the total energy at -10337.5186 eV. The calculation puts the HOMO energy at -0.1055 Ha. For the energy above the lowest of the compared OMol25 structures with the same formula, charge and spin, the calculation gives 1.6153 eV. For the LUMO energy, the calculation gives 4.1 eV. Its total charge is -1.

Each line ends with the Mulliken charge.
Element x y z (Å)
1 O -1.7466 1.0658 1.4362  -0.65
2 C -0.7791 0.6379 0.7812  0.38
3 C 0.7274 0.2501 1.0064  -0.32
4 C 0.9009 -0.1844 -0.4283  0.49
5 O 1.8415 -0.7485 -1.0273  -0.81
6 C -0.3922 0.0261 -0.8699  -0.15
7 O -1.1885 -0.2664 -1.9847  -0.54
8 H 1.3232 1.0495 1.4011  0.26
9 H 0.8545 -0.7280 1.5923  0.08
10 H -1.5411 -1.1021 -1.9071  0.26

[3]
This record from the Open Molecules 2025 dataset describes 2 unconnected molecules or ions with the total composition C4H3O5 in a non-equilibrium geometry. The level of theory is wB97M-V/def2-TZVPD.

The calculation puts the total energy at -14431.4906 eV. Its expectation value of S² is 0.75. The calculation puts the HOMO energy (spin up / spin down) at -0.3416 / -0.4248 Ha. For the energy above the lowest of the compared OMol25 structures with the same formula, charge and spin, the calculation gives 1.3426 eV. As for the multiplicity: 2. For the LUMO energy (spin up / spin down), the calculation gives 0.0 / -0.9 eV.

Each line ends with the Mulliken charge.
Element x y z (Å)
1 O 0.3095 -2.3140 -0.7700  -0.32
2 C 2.5305 -3.5008 -0.2544  0.18
3 O 2.6577 -4.6211 -0.3504  -0.17
4 C -0.4882 -1.3048 -0.8368  -0.11
5 C -0.1067 0.1143 -0.5477  -0.06
6 O -1.1363 0.7183 0.2142  -0.23
7 C -0.9187 1.9529 0.6497  0.71
8 O 0.1269 2.5488 0.5802  -0.53
9 O -2.0139 2.3744 1.2610  -0.42
10 H 0.0367 0.6489 -1.5007  0.30
11 H 0.8744 0.1157 -0.0454  0.31
12 H -1.8718 3.2674 1.6003  0.36

[4]
This record from the Open Molecules 2025 dataset describes a molecular structure, C4H3O6Sn in a non-equilibrium geometry. The level of theory is wB97M-V/def2-TZVPD.

The calculation puts the total energy at -22307.9973 eV. Its expectation value of S² is 0.75. The calculation puts the HOMO energy (spin up / spin down) at -0.2096 / -0.3226 Ha. As for the multiplicity: 2. For the LUMO energy (spin up / spin down), the calculation gives -0.6 / -0.6 eV.

Each line ends with the Mulliken charge.
Element x y z (Å)
1 O 1.4052 0.6088 0.3615  -0.24
2 C 0.1806 0.8253 0.6775  -0.38
3 O -1.3202 0.7112 2.5855  -0.27
4 C -2.1269 -0.2707 2.2302  0.83
5 C 0.0406 0.6217 2.1655  -0.03
6 O -1.6968 -1.2961 1.6264  -0.40
7 O -3.3486 -0.1732 2.5370  -0.50
8 H 0.4852 -0.3275 2.5022  0.27
9 H 0.5623 1.4493 2.6717  0.32
10 Sn -3.5180 -1.9090 1.5905  0.09
11 O 3.3422 0.5172 -1.2342  -0.38
12 C 2.0934 0.9364 -1.2437  0.69
13 O 1.4453 1.2970 -2.1788  -0.38
14 H 3.7317 0.5887 -2.1195  0.38

[5]
This record from the Open Molecules 2025 dataset describes a molecular structure, C4H3O6Yb in a non-equilibrium geometry. The level of theory is wB97M-V/def2-TZVPD.

The calculation puts the total energy at -47988.6138 eV. Its expectation value of S² is 0.76. The calculation puts the HOMO energy (spin up / spin down) at -0.6420 / -0.6420 Ha. For the energy above the lowest of the compared OMol25 structures with the same formula, charge and spin, the calculation gives 1.9150 eV. As for the multiplicity: 2. For the LUMO energy (spin up / spin down), the calculation gives -10.2 / -10.0 eV. Its total charge is +2.

Each line ends with the Mulliken charge.
Element x y z (Å)
1 O -1.8965 0.4547 -0.8312  -0.23
2 C -2.4863 1.5246 -1.0891  0.63
3 O -2.1933 3.4449 -2.5499  -0.30
4 C -1.0649 4.0042 -2.1655  1.01
5 C -2.2907 2.0302 -2.4876  -0.15
6 O -0.0884 3.3158 -1.7450  -0.67
7 O -0.9819 5.2645 -2.1994  -0.67
8 H -1.4160 1.5639 -2.9615  0.34
9 H -3.1832 1.7548 -3.0674  0.30
10 Yb 1.2461 5.4434 -1.3774  1.47
11 O -3.8562 -1.3531 -0.6045  -0.30
12 C -3.4298 -0.2646 -0.0409  0.53
13 O -4.0190 0.8206 -0.3486  -0.36
14 H -4.3371 -1.1914 -1.4349  0.39

[6]
This record from the Open Molecules 2025 dataset describes a molecular structure, C4H3ORb in a non-equilibrium geometry. The level of theory is wB97M-V/def2-TZVPD.

The calculation puts the total energy at -6886.9599 eV. Its expectation value of S² is 0.75. The calculation puts the HOMO energy (spin up / spin down) at -0.5009 / -0.5092 Ha. As for the multiplicity: 2. For the LUMO energy (spin up / spin down), the calculation gives -3.6 / -5.7 eV. Its total charge is +1.

Each line ends with the Mulliken charge.
Element x y z (Å)
1 C 1.3168 0.8420 0.8170  -0.06
2 C 0.4176 1.7517 1.4327  -0.04
3 C 0.1712 0.4455 1.4684  -0.22
4 H 0.1371 2.8017 1.5049  0.34
5 C -1.0898 -1.3538 -0.6355  -0.16
6 O -0.4794 -1.1764 -1.7006  -0.42
7 Rb 2.4234 0.0019 -2.3230  0.98
8 H -0.7175 -2.1568 0.0333  0.30
9 H -2.1794 -1.1560 -0.5971  0.28

[7]
This record from the Open Molecules 2025 dataset describes a molecular structure, C4H3PS in a non-equilibrium geometry. The level of theory is wB97M-V/def2-TZVPD.

The calculation puts the total energy at -24315.1038 eV. The calculation puts the HOMO energy at -0.3102 Ha. For the energy above the lowest of the compared OMol25 structures with the same formula, charge and spin, the calculation gives 1.6458 eV. For the LUMO energy, the calculation gives -0.5 eV.

Each line ends with the Mulliken charge.
Element x y z (Å)
1 C -1.5366 -0.8516 1.4054  -0.21
2 C -1.4062 -1.2015 0.2056  0.03
3 C 0.1452 1.1404 -0.1083  -0.60
4 C 0.7542 -0.3934 -0.3066  -0.34
5 P 0.0392 0.0974 1.4250  0.15
6 S -0.2919 -1.5892 -1.0896  -0.08
7 H 1.1920 1.6354 -0.1678  0.29
8 H -0.6511 1.4518 -0.8118  0.31
9 H 1.7551 -0.2892 -0.5518  0.45

[8]
This record from the Open Molecules 2025 dataset describes 2 unconnected molecules or ions with the total composition C4H3S2 in a non-equilibrium geometry. The level of theory is wB97M-V/def2-TZVPD.

The calculation puts the total energy at -25862.8039 eV. The calculation puts the HOMO energy (spin up / spin down) at -0.1253 / -0.1332 Ha. For the energy above the lowest of the compared OMol25 structures with the same formula, charge and spin, the calculation gives 4.4118 eV. For the LUMO energy (spin up / spin down), the calculation gives 1.8 / 2.1 eV. Its total charge is -1.

Each line ends with the Mulliken charge.
Element x y z (Å)
1 C 0.1066 -1.6351 0.5370  0.59
2 C -0.7632 -2.5849 1.0041  -0.03
3 C 0.6644 -2.8579 0.6234  -0.55
4 C 0.2217 -0.2025 0.0902  -0.93
5 S -2.1665 -2.9808 1.7170  -0.50
6 S 3.6198 -2.6394 0.6335  -0.36
7 H -0.6870 0.4983 0.2992  0.24
8 H 0.2650 -0.1494 -1.0169  0.25
9 H 1.0683 0.2563 0.4387  0.30